1.
ORCA calculation (ωB97M-V with the def2-TZVPD basis set) on C21H30FN3O4 in the gas phase.

**Gap between HOMO and LUMO**: 9.150 eV
**E_HOMO**: -8.5922 eV
**Energy relative to the best compared isomer or geometry (same formula, charge and spin)**: 197.0 kJ/mol
**Electronic energy**: -37642.320 eV
**Spin multiplicity**: 1

The geometry in XYZ format:
```
59
C21H30FN3O4 (ωB97M-V with the def2-TZVPD basis set)
O 2.194 -0.902 -4.305
C 2.035 -0.805 -3.108
N 1.159 -1.566 -2.414
C 0.165 -2.374 -3.075
C -1.244 -1.842 -2.809
O -1.310 -0.537 -3.341
C -2.489 0.146 -3.291
C -2.476 1.410 -3.885
C -3.610 2.193 -3.893
C -4.763 1.705 -3.302
F -5.880 2.465 -3.310
C -4.799 0.460 -2.708
C -3.657 -0.324 -2.702
C 2.847 0.196 -2.282
C 2.202 1.580 -2.401
C 0.832 1.565 -1.739
C 0.801 0.949 -0.356
O -0.111 1.181 0.417
N 1.774 0.049 -0.045
C 1.767 -0.502 1.300
C 2.402 0.444 2.322
C 2.161 -0.043 3.750
N 0.769 -0.363 4.008
C 0.608 -1.001 5.303
C -0.853 -1.414 5.485
O -1.712 -0.304 5.404
C -1.555 0.343 4.162
C -0.114 0.794 3.929
C 2.999 -0.134 -0.802
H 1.001 -1.364 -1.437
H 0.385 -2.327 -4.145
H 0.228 -3.411 -2.731
H -1.441 -1.820 -1.727
H -1.980 -2.497 -3.294
H -1.561 1.754 -4.341
H -3.611 3.170 -4.350
H -5.711 0.108 -2.254
H -3.695 -1.294 -2.233
H 3.842 0.226 -2.739
H 2.104 1.854 -3.453
H 2.847 2.317 -1.916
H 0.131 0.991 -2.353
H 0.423 2.573 -1.654
H 2.290 -1.461 1.289
H 0.728 -0.665 1.591
H 3.479 0.518 2.157
H 1.971 1.436 2.186
H 2.543 0.717 4.455
H 2.733 -0.964 3.910
H 0.896 -0.323 6.127
H 1.243 -1.889 5.343
H -1.116 -2.148 4.708
H -1.008 -1.855 6.471
H -1.850 -0.337 3.349
H -2.226 1.202 4.175
H 0.159 1.554 4.682
H -0.055 1.233 2.934
H 3.787 0.508 -0.382
H 3.322 -1.174 -0.679
```

2.
ORCA calculation (ωB97M-V with the def2-TZVPD basis set) on C28H28N6O5S2 in the gas phase at a distorted geometry.

**Gap between HOMO and LUMO**: 6.870 eV
**E_HOMO**: -7.4456 eV
**Electronic energy**: -70335.785 eV
**Spin multiplicity**: 1

The geometry in XYZ format:
```
69
C28H28N6O5S2 (ωB97M-V with the def2-TZVPD basis set)
C 4.093 0.780 -4.478
C 4.217 0.016 -3.195
C 3.142 -0.675 -2.654
C 3.281 -1.367 -1.466
C 4.492 -1.372 -0.788
N 4.555 -2.036 0.448
S 3.357 -1.711 1.567
O 3.963 -1.876 2.850
O 2.190 -2.502 1.276
C 2.991 0.018 1.250
C 4.067 0.863 1.351
C 3.940 2.203 1.000
N 5.083 3.050 1.046
O 6.155 2.538 1.321
O 4.930 4.230 0.795
C 2.704 2.697 0.566
C 1.624 1.862 0.485
C 1.740 0.492 0.814
N 0.681 -0.335 0.718
N -0.523 0.104 0.326
C -1.490 -0.738 0.279
C -2.788 -0.313 -0.089
S -3.123 1.393 -0.319
C -4.822 0.964 -0.537
N -5.749 1.881 -0.855
C -5.529 3.299 -0.686
C -6.173 3.754 0.633
O -7.542 3.425 0.661
C -7.746 2.037 0.522
C -7.153 1.523 -0.796
N -5.073 -0.306 -0.439
C -3.960 -1.040 -0.210
C -4.092 -2.490 -0.103
C -3.138 -3.356 -0.634
C -3.296 -4.724 -0.511
C -4.406 -5.244 0.135
C -5.371 -4.389 0.643
C -5.219 -3.021 0.522
C 5.595 -0.695 -1.320
C 6.921 -0.676 -0.618
C 5.431 -0.020 -2.519
H 4.381 1.820 -4.329
H 3.073 0.750 -4.851
H 4.753 0.358 -5.235
H 2.190 -0.675 -3.163
H 2.454 -1.918 -1.047
H 5.464 -2.040 0.885
H 5.012 0.489 1.712
H 2.629 3.740 0.298
H 0.660 2.213 0.155
H 0.831 -1.326 0.947
H -1.355 -1.789 0.548
H -4.461 3.517 -0.689
H -6.010 3.818 -1.521
H -6.115 4.838 0.740
H -5.650 3.275 1.475
H -8.825 1.883 0.550
H -7.278 1.501 1.361
H -7.241 0.440 -0.869
H -7.662 2.001 -1.639
H -2.291 -2.959 -1.174
H -2.552 -5.388 -0.926
H -4.524 -6.313 0.232
H -6.244 -4.791 1.136
H -5.964 -2.346 0.914
H 6.883 -0.043 0.270
H 7.227 -1.678 -0.319
H 7.685 -0.270 -1.276
H 6.276 0.510 -2.936
```

3.
ORCA calculation (ωB97M-V with the def2-TZVPD basis set) on C8H18FN2O3P in the gas phase at a distorted geometry.

**Gap between HOMO and LUMO**: 9.466 eV
**E_HOMO**: -8.5831 eV
**Electronic energy**: -29717.129 eV
**Spin multiplicity**: 1

The geometry in XYZ format:
```
33
C8H18FN2O3P (ωB97M-V with the def2-TZVPD basis set)
C -0.415 -0.424 3.552
C 0.220 0.131 2.250
C -0.639 1.162 1.530
C -1.500 0.579 0.373
C -2.571 -0.310 0.996
N -0.575 -0.146 -0.548
C -0.023 0.842 -1.418
O -0.613 1.333 -2.297
O 1.246 1.261 -1.124
C 2.230 0.490 -1.832
C 3.448 1.336 -2.088
F 4.307 0.556 -2.815
P -1.403 -1.359 -1.525
N -0.162 -1.872 -2.596
O -1.503 -2.659 -0.526
H 0.374 -0.510 4.288
H -0.732 -1.440 3.364
H -1.240 0.177 3.906
H 0.468 -0.722 1.632
H 1.161 0.610 2.486
H -1.319 1.662 2.212
H -0.006 1.912 1.067
H -1.981 1.435 -0.092
H -2.966 0.233 1.845
H -3.414 -0.488 0.341
H -2.144 -1.222 1.391
H 1.826 0.223 -2.799
H 2.494 -0.389 -1.252
H 3.167 2.163 -2.728
H 3.929 1.674 -1.182
H -0.152 -1.279 -3.418
H 0.752 -1.800 -2.153
H -2.265 -3.158 -0.841
```

4.
ORCA calculation (ωB97M-V with the def2-TZVPD basis set) on C4H4NO as an isolated structure at a distorted geometry.

**Gap between HOMO and LUMO (alpha / beta)**: 7.237 / 7.232 eV
**E_HOMO (alpha / beta)**: -16.3698 / -16.3685 eV
**Energy relative to the best compared isomer or geometry (same formula, charge and spin)**: 467.9 kJ/mol
**Electronic energy**: -7735.595 eV
**Spin multiplicity**: 1
**Charge**: +1

The geometry in XYZ format:
```
10
C4H4NO (ωB97M-V with the def2-TZVPD basis set)
C -0.854 0.249 -1.175
C -0.135 -1.229 -0.130
C -0.014 0.211 -0.161
C 0.560 1.121 0.794
N -1.306 -0.741 -1.876
O -0.846 -1.708 -1.115
H 0.369 -1.926 0.572
H -0.079 1.491 1.513
H 1.110 1.998 0.256
H 1.195 0.534 1.322
```

5.
ORCA calculation (ωB97M-V with the def2-TZVPD basis set) on C16H22BLiN7Se as an isolated structure.

**Gap between HOMO and LUMO**: 6.908 eV
**E_HOMO**: -4.3506 eV
**Electronic energy**: -93615.217 eV
**Spin multiplicity**: 1
**Charge**: -1

The geometry in XYZ format:
```
48
C16H22BLiN7Se (ωB97M-V with the def2-TZVPD basis set)
Li 1.722 -0.283 0.508
C 2.008 2.592 2.695
C 0.721 2.331 1.980
C -0.481 3.059 2.014
C -1.336 2.376 1.169
C -2.752 2.680 0.806
N -0.663 1.316 0.681
N 0.596 1.288 1.177
B -1.125 0.215 -0.302
N -0.231 0.237 -1.562
N 1.103 0.024 -1.446
C 1.618 0.103 -2.660
C 3.084 -0.086 -2.876
C 0.603 0.372 -3.597
C -0.558 0.451 -2.853
C -1.957 0.711 -3.303
N -1.029 -1.167 0.383
N 0.169 -1.617 0.830
C -0.038 -2.804 1.371
C 1.096 -3.575 1.962
C -1.401 -3.145 1.280
C -1.994 -2.072 0.644
C -3.424 -1.866 0.267
H 1.932 3.488 3.311
H 2.827 2.725 1.988
H 2.275 1.752 3.337
H -0.696 3.955 2.573
H -3.076 3.582 1.324
H -3.423 1.866 1.086
H -2.867 2.842 -0.267
H -2.263 0.424 -0.619
H 3.574 -0.320 -1.931
H 3.542 0.815 -3.287
H 3.278 -0.903 -3.574
H 0.696 0.492 -4.664
H -1.973 0.866 -4.381
H -2.377 1.597 -2.823
H -2.616 -0.127 -3.068
H 2.030 -3.030 1.826
H 1.198 -4.554 1.489
H 0.947 -3.740 3.031
H -1.887 -4.042 1.625
H -4.016 -2.722 0.591
H -3.541 -1.758 -0.813
H -3.837 -0.969 0.729
Se 6.318 -1.725 1.221
C 4.650 -1.047 1.099
N 3.576 -0.606 1.025
```

6.
ORCA calculation (ωB97M-V with the def2-TZVPD basis set) on a 9-piece molecular cluster, C5H29NO9 overall at a distorted geometry.

**Gap between HOMO and LUMO**: 9.211 eV
**E_HOMO**: -9.1578 eV
**Energy relative to the best compared isomer or geometry (same formula, charge and spin)**: 209.1 kJ/mol
**Electronic energy**: -25572.504 eV
**Spin multiplicity**: 1

The geometry in XYZ format:
```
44
C5H29NO9 (ωB97M-V with the def2-TZVPD basis set)
C 1.921 -0.671 3.783
N 2.174 -0.668 2.341
C 1.081 -0.012 1.592
C 1.179 -0.206 0.067
C -0.195 -0.662 -0.477
C -0.756 -1.965 0.136
O -0.217 -0.758 -1.890
H 1.533 -1.674 4.035
H 1.222 0.063 4.171
H 2.852 -0.539 4.344
H 3.067 -0.249 2.101
H 0.922 1.080 1.691
H 0.177 -0.425 2.050
H 1.598 0.664 -0.410
H 1.888 -1.040 -0.086
H -0.888 0.157 -0.240
H 0.090 -2.593 0.366
H -1.260 -1.555 1.041
H -1.620 -2.363 -0.370
H 0.252 -1.458 -2.354
O -2.865 2.752 -0.258
H -2.286 2.873 -1.033
H -2.859 1.779 -0.175
O -3.366 0.493 1.027
H -2.878 0.696 1.879
H -4.168 1.026 1.099
O -0.866 3.043 1.720
H -0.076 3.608 1.761
H -1.421 3.354 0.962
O 0.583 -3.917 -1.899
H 0.954 -3.601 -1.059
H 1.406 -4.063 -2.390
O -1.934 0.920 3.135
H -1.577 1.830 3.100
H -1.189 0.384 2.841
O -0.274 1.714 -3.510
H -0.346 1.156 -2.728
H -0.450 1.280 -4.349
O 2.432 2.139 -2.471
H 2.060 1.263 -2.313
H 1.918 2.262 -3.286
O 0.441 -1.786 -4.698
H 1.372 -1.627 -4.857
H 0.368 -2.702 -4.389
```